Record 1
Formula: C6H12O
Source: the Open Molecules 2025 dataset
Level of theory: ωB97M-V/def2-TZVPD

Results
DFT total energy   -8462.9866 eV
HOMO   -9.6 eV
Orbital gap   10.7 eV
Relative energy (zero: lowest compared OMol25 entry of this formula, charge and spin)   1.367 eV
M   100.2 g/mol

Geometry as ORCA input:
```
! wB97M-V def2-TZVPD RIJCOSX def2/J DEFGRID3
* xyz 0 1
C 1.3256 0.6552 1.8482
C 0.8028 1.6059 0.7739
C 1.0354 1.1137 -0.6357
O 0.3985 1.4695 -1.5987
H 1.3504 1.1430 2.8268
H 2.3442 0.3182 1.6215
H 0.6908 -0.2326 1.9313
H -0.2663 1.8095 0.8903
H 1.3182 2.5745 0.8401
H 1.8855 0.4033 -0.7558
C -1.5020 -1.0330 0.4873
C -1.5676 -0.7938 -0.8202
C -0.8095 -1.5479 -1.8723
H -0.8715 -1.8251 0.8891
H -2.0768 -0.4523 1.2048
H -2.2057 0.0137 -1.1795
H -0.2951 -0.8512 -2.5431
H -1.4893 -2.1531 -2.4839
H -0.0676 -2.2176 -1.4241
*
```

Results of the Löwdin charge analysis, in e, for atoms 1 through 8: -0.110, -0.217, -0.285, 0.030, 0.073, 0.073, 0.052, 0.112

***

Record 2
Formula: C19H19BrFNO11
Source: the Open Molecules 2025 dataset
Level of theory: ωB97M-V/def2-TZVPD

Results
DFT total energy   -116780.7587 eV
HOMO   -9.5 eV
Orbital gap   7.8 eV
M   536.3 g/mol

Geometry as ORCA input:
```
! wB97M-V def2-TZVPD RIJCOSX def2/J DEFGRID3
* xyz 0 1
C -0.6593 0.8260 0.6561
C -0.3416 1.8118 1.7748
O 0.1333 3.0382 1.3065
C 0.7923 1.1750 2.6824
O 2.0710 1.6888 2.3424
C 2.9204 0.8318 1.6477
C 3.2192 1.4396 0.2464
O 2.4946 1.8280 -0.5637
N 4.6577 1.3797 0.0477
C 5.3204 1.4836 1.3511
Br 5.6997 3.3355 1.7475
C 4.3438 0.8329 2.3835
F 4.2252 1.6591 3.4284
H 0.1516 0.1366 0.4717
H -1.5151 0.2331 0.9276
H -0.8208 1.3553 -0.2734
H -1.1850 1.9775 2.4376
H 0.1843 3.0268 0.3456
H 0.7501 0.0947 2.6021
H 0.6003 1.4455 3.7127
H 2.5403 -0.1675 1.4426
H 4.7868 0.3858 -0.1680
H 6.2180 0.9169 1.1883
H 4.5568 -0.1846 2.6798
O -2.1992 -1.4002 2.6243
C -3.3283 -1.8418 2.5066
C -3.7813 -2.5798 1.3376
C -5.0440 -3.0209 1.2722
O -5.5118 -3.7001 0.2327
C -6.0257 -2.7737 2.3808
O -7.1613 -3.1874 2.2475
C -5.5647 -2.0539 3.5603
C -4.3017 -1.6161 3.6261
O -3.8263 -0.9558 4.6768
H -3.0668 -2.7499 0.5446
H -6.4480 -3.8959 0.4364
H -6.2748 -1.8952 4.3594
H -2.8931 -0.7524 4.4700
O 0.4406 1.0152 -2.4849
C 0.6688 0.6339 -3.6167
C -0.2225 0.8598 -4.7471
C 0.0981 0.3827 -5.9559
O -0.6741 0.5571 -7.0234
C 1.3624 -0.3921 -6.1909
O 1.5810 -0.8123 -7.3115
C 2.2645 -0.5962 -5.0658
C 1.9454 -0.1139 -3.8584
O 2.7246 -0.2562 -2.7935
H -1.1319 1.4149 -4.5654
H -0.2150 0.1133 -7.7636
H 3.1809 -1.1385 -5.2501
H 2.2599 0.2049 -2.0653
*
```

Results of the Löwdin charge analysis, in e, for atoms 1 through 8: -0.031, -0.376, -0.015, -0.121, -0.069, -0.175, -0.395, 0.178

***

Record 3
Formula: C3H6N2
Source: the Open Molecules 2025 dataset
Level of theory: ωB97M-V/def2-TZVPD

Results
DFT total energy   -6184.4577 eV
HOMO   -8.8 eV
Orbital gap   9.7 eV
Relative energy (zero: lowest compared OMol25 entry of this formula, charge and spin)   4.087 eV
M   70.1 g/mol

Geometry as ORCA input:
```
! wB97M-V def2-TZVPD RIJCOSX def2/J DEFGRID3
* xyz 0 1
C 1.4264 1.7609 -0.1939
C 0.4436 0.9444 -0.6514
C 0.1300 -0.3085 0.1929
N -1.0778 -0.7924 0.0222
N -1.5571 -2.0693 0.2072
H 1.5408 2.5408 -1.0689
H 2.1127 1.7344 0.6792
H -0.2884 1.1606 -1.3568
H 1.0917 -0.7621 0.6139
H -1.1601 -2.2022 1.0303
H -2.6619 -2.0066 0.5253
*
```

Results of the Löwdin charge analysis, in e, for atoms 1 through 8: -0.021, -0.174, -0.172, -0.113, 0.001, 0.084, 0.065, 0.063

***

Record 4
Formula: C12H39BN3O6P
Source: the Open Molecules 2025 dataset
Level of theory: ωB97M-V/def2-TZVPD

Results
DFT total energy   -39797.5724 eV
HOMO   -9.2 eV
Orbital gap   9.8 eV
Relative energy (zero: lowest compared OMol25 entry of this formula, charge and spin)   0.000 eV
M   363.2 g/mol

Geometry as ORCA input:
```
! wB97M-V def2-TZVPD RIJCOSX def2/J DEFGRID3
* xyz 0 1
C 1.1367 -5.1098 -5.2567
O 0.5406 -4.4825 -4.1401
C -0.6679 -5.0616 -3.6855
C -0.4874 -6.2705 -2.7619
C -0.0812 -7.5498 -3.4860
N 0.4615 -6.0165 -1.6775
H 0.3783 -5.4954 -5.9459
H 1.8005 -5.9281 -4.9674
H 1.7295 -4.3568 -5.7757
H -1.1708 -4.2737 -3.1188
H -1.3100 -5.3107 -4.5413
H -1.4656 -6.4451 -2.3014
H 0.9760 -7.5345 -3.7526
H -0.2391 -8.4094 -2.8362
H -0.6647 -7.6959 -4.3969
H 0.1354 -5.2449 -1.1043
H 1.3339 -5.6878 -2.0820
C 2.0215 4.1275 2.4302
O 2.9123 3.0366 2.5456
C 2.3118 1.7701 2.7247
C 1.8373 1.0929 1.4356
C 0.5618 1.6923 0.8588
N 2.8677 1.0813 0.3968
H 1.1382 3.9824 3.0624
H 1.6911 4.2898 1.4012
H 2.5529 5.0165 2.7666
H 3.0849 1.1452 3.1789
H 1.4826 1.8459 3.4420
H 1.6301 0.0498 1.6953
H 0.7544 2.6373 0.3485
H 0.1327 1.0146 0.1222
H -0.1873 1.8721 1.6329
H 3.6873 0.5743 0.7182
H 3.2021 2.0346 0.2682
C -1.7665 2.7534 4.1833
O -2.5136 2.9348 2.9999
C -3.7029 3.6886 3.1316
C -3.5025 5.2079 3.1089
C -2.9354 5.7796 4.4042
N -2.6689 5.6519 1.9907
H -2.4107 2.6547 5.0628
H -1.0668 3.5773 4.3520
H -1.1888 1.8360 4.0689
H -4.3140 3.4120 2.2691
H -4.2467 3.3799 4.0347
H -4.4978 5.6403 2.9625
H -1.8642 5.5911 4.4847
H -3.0768 6.8592 4.4258
H -3.4272 5.3511 5.2793
H -3.1026 5.3905 1.1112
H -1.7971 5.1307 2.0172
O 3.0098 -2.0256 -2.6616
B 2.4982 -0.7929 -2.2656
O 3.2450 0.3456 -2.3958
O 1.2637 -0.7148 -1.6752
P -0.1865 -1.2655 -2.4511
H 3.1304 -2.1688 -3.6011
H 3.0283 0.8974 -1.6259
H -0.8659 -0.3310 -1.6682
H 0.3328 -0.9585 -3.7152
H -0.0234 -2.5528 -1.9404
H -1.4368 -1.6623 -3.0846
*
```

Results of the Löwdin charge analysis, in e, for atoms 1 through 8: -0.105, -0.207, -0.215, -0.435, -0.069, 0.044, 0.091, 0.077